Computed, not measured: C7H18N2O in the gas phase, with ωB97M-V/def2-TZVPD.

Geometry as XYZ:
```
28
Properties=species:S:1:pos:R:3:forces:R:3
C 1.881043 0.203120 -0.011888 -0.782 -0.611 -0.557
C -0.789885 2.176542 1.103161 -0.367 0.182 -0.090
C 2.998048 -0.747992 0.398996 0.030 0.469 -0.277
C 2.245807 0.988286 -1.267483 -0.134 -0.145 0.279
O -0.522951 0.804278 1.176731 -0.159 -1.255 -0.660
H 1.701754 0.903494 0.815296 -0.127 -0.255 -0.179
H -0.101989 2.727892 0.448394 -0.015 -0.140 -0.062
H -0.678929 2.579675 2.117639 -0.028 -0.137 -0.215
H -1.821435 2.359627 0.773338 0.089 0.141 -0.025
H 3.176120 -1.480311 -0.388170 0.080 -0.047 -0.031
H 3.917749 -0.174936 0.572843 -0.146 -0.205 -0.041
H 2.739247 -1.267295 1.312259 -0.026 -0.169 0.269
H 3.152828 1.565549 -1.100232 0.080 0.100 -0.034
H 2.401696 0.300677 -2.096539 0.041 -0.010 -0.081
H 1.443152 1.673878 -1.533888 -0.030 0.079 -0.089
C -1.841496 -1.882983 -1.011018 0.480 0.070 -0.297
C -2.865599 -0.566623 0.729998 -0.142 0.319 0.233
N -1.630133 -1.020085 0.131444 -0.004 -0.251 0.642
C -0.614239 -0.018241 -0.059371 -0.001 1.430 1.001
N 0.642171 -0.636693 -0.302204 1.249 0.422 0.397
H 0.681325 -1.465467 0.275574 -0.023 -0.090 0.190
H -0.860248 0.664365 -0.890854 0.004 0.224 0.058
H -2.547854 -2.681410 -0.762593 0.171 0.146 0.056
H -2.234374 -1.337731 -1.889059 -0.002 -0.055 0.070
H -3.450840 -1.433559 1.050390 0.042 0.061 -0.201
H -2.664571 0.021878 1.625329 0.094 -0.078 -0.106
H -3.486354 0.055959 0.062690 0.011 -0.115 -0.099
H -0.870042 -2.311894 -1.280781 -0.387 -0.080 -0.151
```
Positions in Å, forces in eV/Å.

molecular weight: 146.23 g/mol
SMILES: CO[C@@H](NC(C)C)N(C)C
strongest force on any atom: 0.0339 Eh/bohr
total charge: 0
E_LUMO: 0.039 hartree
gap between HOMO and LUMO: 9.61 eV

natural (NBO) atomic charge list, values in e, 2 entries:
1 C -0.041
2 C -0.249

***

Computed, not measured: 9 unconnected molecules or ions with the total composition C33H76F6N7O11S2, with ωB97M-V/def2-TZVPD.

Geometry as XYZ:
```
135
Properties=species:S:1:pos:R:3:forces:R:3
C 3.262345 3.581505 3.543367 0.328 -2.006 1.217
C 3.389225 4.471042 4.740070 0.089 2.061 -2.002
O 3.692138 5.624027 4.662066 -0.331 -0.880 0.573
N 3.080429 3.980192 6.134228 0.815 0.547 0.467
H 2.344717 4.579085 6.506500 -0.372 -0.109 -0.254
H 2.828321 3.001093 6.247604 -0.021 -0.105 -0.236
C 4.234938 4.318832 7.083567 0.539 -0.168 -0.133
H 2.347671 3.644331 2.956936 -0.011 0.447 0.126
H 3.270127 2.556513 3.928429 -0.080 -0.204 -0.320
H 4.140949 3.631572 2.901293 -0.073 0.506 -0.016
H 5.039430 3.594070 6.967265 -0.419 -0.472 0.380
H 3.741560 4.371567 8.049511 0.705 -0.055 0.254
H 4.717823 5.242992 6.773373 -0.674 0.343 0.123
C 0.689664 7.758789 2.122281 -0.751 -1.230 0.027
C -0.191648 6.721385 1.408002 0.498 1.759 -1.817
O -0.479663 6.725126 0.259278 0.034 -0.300 0.368
N -0.788950 5.535005 2.175294 0.485 0.088 1.566
H -0.495892 5.590389 3.154145 0.984 -0.298 -0.115
H -1.770241 5.726063 2.397322 -0.521 -0.263 -1.342
C -0.391210 4.152006 1.515275 -1.221 1.746 1.747
H 0.067006 8.182524 2.912079 0.467 -0.003 0.436
H 1.038365 8.572376 1.489462 -0.491 -0.236 -0.492
H 1.596895 7.243163 2.445402 -0.120 0.062 0.635
H -0.740628 3.437436 2.255921 0.154 -0.377 -0.383
H 0.690605 4.214205 1.504617 -0.054 -0.424 -0.610
H -0.961102 4.112865 0.592763 0.514 -0.190 -0.222
C 0.230286 4.179494 -4.670484 -0.608 0.020 1.377
C 0.070351 4.037054 -3.139218 0.224 0.793 -1.098
O -0.905635 4.359496 -2.542944 0.253 -0.361 0.520
N 1.271671 3.484853 -2.368954 -0.922 1.489 -1.334
H 0.923528 2.591821 -1.977953 0.521 -0.116 0.718
H 1.951137 3.241300 -3.089641 0.950 -0.447 0.278
C 1.797155 4.447386 -1.311037 -0.663 -0.831 -0.549
H -0.680263 4.667555 -5.013147 -0.004 -0.073 -0.010
H 0.265915 3.179589 -5.099457 0.369 0.071 -0.158
H 1.066557 4.824844 -4.936317 0.291 -0.350 0.014
H 2.461305 3.857854 -0.683662 0.017 0.171 0.083
H 0.898838 4.803190 -0.813042 0.155 -0.067 0.247
H 2.293268 5.309260 -1.749964 0.157 -0.295 -0.306
C 0.669121 -0.639544 -3.324459 0.080 -2.096 -0.675
C 0.090540 0.026090 -4.533353 1.192 1.393 2.464
O -0.756873 0.850775 -4.410786 -0.469 -0.136 -1.391
N 0.896174 -0.044924 -5.840173 -2.224 0.402 -0.284
H 1.405833 0.839082 -5.885675 0.889 -0.284 0.333
H 1.486400 -0.873301 -5.871846 0.429 0.179 -0.042
C -0.059491 0.026351 -7.039679 0.381 0.304 0.165
H 0.260812 -0.315325 -2.375285 0.012 0.874 -0.388
H 1.760387 -0.622648 -3.342358 0.025 0.274 0.080
H 0.376945 -1.697792 -3.324308 0.198 -0.208 -0.376
H -0.604957 0.966789 -6.998166 -0.004 -0.070 0.354
H -0.756142 -0.803069 -6.966722 0.199 -0.107 -0.380
H 0.561112 0.088713 -7.930659 -0.131 -0.572 -0.077
C -1.792868 0.178939 3.904354 0.553 1.136 -1.371
C -2.982504 0.755656 4.554548 -2.088 -1.903 1.583
O -4.086659 0.315606 4.613869 0.522 0.395 -0.905
N -2.777565 1.870519 5.585694 1.618 0.536 -0.048
H -1.773412 2.016462 5.691047 0.165 -0.303 0.215
H -3.068584 2.797068 5.272160 -0.721 -0.180 -0.260
C -3.367136 1.593533 6.959373 0.036 0.722 -0.479
H -1.211416 1.014997 3.501122 0.501 -0.183 0.195
H -2.054534 -0.354147 2.991635 -0.373 -0.189 0.255
H -1.173355 -0.482626 4.510191 -0.187 0.210 0.396
H -4.446136 1.682741 6.871497 0.039 -0.262 0.125
H -2.962122 2.425462 7.533089 -0.221 -0.320 0.529
H -3.027235 0.618055 7.294212 -0.099 0.070 0.068
C 3.211788 -4.300393 -0.437227 -0.135 0.651 0.128
C 2.201084 -5.288177 -0.977970 -0.886 -0.953 0.665
C 2.238562 -6.606483 -0.211169 0.943 -0.234 -0.101
N 1.554394 -7.820182 -0.840384 -1.286 -0.920 0.906
C 0.097885 -7.569669 -1.140024 -0.111 1.302 -1.074
C 2.232163 -8.482459 -2.094089 0.312 0.998 2.211
C 1.813037 -9.969517 -2.016293 -0.639 2.194 -0.825
C 1.832763 -10.277544 -0.523456 -0.310 0.080 -0.952
C 1.537321 -8.930770 0.159117 0.748 -1.943 1.853
H 2.866528 -3.680296 0.393093 -0.313 -0.518 0.304
H 3.362418 -3.533726 -1.197986 0.728 -0.273 -0.133
H 4.109150 -4.812342 -0.092455 0.314 0.345 -0.410
H 2.420125 -5.535841 -2.017501 -0.287 0.389 -0.146
H 1.197395 -4.896032 -0.796258 -0.089 0.197 -0.838
H 1.888541 -6.499920 0.815904 -0.455 -0.091 -0.139
H 3.293130 -6.866233 -0.092815 -0.052 -0.456 -0.165
H -0.414922 -7.093090 -0.307538 0.236 -0.253 0.242
H -0.474543 -8.422051 -1.499542 0.511 -0.493 0.538
H 0.022095 -6.884023 -1.987391 0.293 0.229 0.105
H 1.893948 -7.779945 -2.851055 0.460 -0.723 -0.789
H 3.276392 -8.370548 -1.798207 0.217 0.079 -0.742
H 0.796238 -9.902669 -2.405759 -0.012 -1.012 -0.162
H 2.472829 -10.530985 -2.672332 -0.225 -0.318 0.135
H 1.046102 -10.985411 -0.271998 0.259 -0.220 0.011
H 2.809721 -10.688069 -0.276948 -0.100 0.077 0.360
H 0.623895 -9.012767 0.747486 -0.414 0.547 -0.595
H 2.267420 -8.885782 0.969811 0.417 1.036 -0.408
C -6.077949 -1.663529 2.080367 -0.683 -0.384 -0.976
C -5.504190 -1.393362 0.667507 1.291 -0.827 -0.312
C -4.911542 0.004792 0.475709 -1.817 -0.125 -0.681
N -4.187852 0.224744 -0.840617 0.073 -0.539 0.146
C -2.919180 -0.646129 -0.779346 0.393 2.354 -0.147
C -3.840796 1.679280 -1.024282 0.074 0.749 0.739
C -3.650427 1.922703 -2.514957 1.080 0.007 -0.291
C -4.298459 0.707494 -3.202952 0.120 0.160 0.178
C -5.024070 -0.032510 -2.077541 0.054 -0.795 -0.645
H -7.088272 -2.019780 1.878495 -0.249 0.404 0.517
H -6.093664 -0.789937 2.728667 -0.073 -0.037 -0.001
H -5.638338 -2.521985 2.585283 0.508 0.285 -0.009
H -6.221252 -1.618527 -0.122679 -0.386 0.453 0.206
H -4.745763 -2.149570 0.440479 0.286 0.076 0.288
H -4.286890 0.300499 1.316657 0.235 0.104 -0.230
H -5.785958 0.653117 0.390271 0.197 0.396 0.373
H -2.140498 -0.148963 -1.362756 -0.274 -0.176 -0.601
H -3.022797 -1.681553 -1.081407 -0.421 0.054 0.356
H -2.551824 -0.390381 0.213218 0.044 -1.036 0.239
H -3.034606 1.937837 -0.335124 0.421 -0.232 -0.362
H -4.667521 2.291397 -0.659780 -0.378 -0.435 -0.055
H -2.601427 1.998824 -2.806309 0.131 -0.316 0.271
H -4.015940 2.895210 -2.841662 -0.587 -0.158 0.247
H -3.537872 0.057678 -3.634629 0.022 0.089 -0.076
H -4.954887 1.041741 -4.003131 -0.191 -0.330 0.081
H -5.060479 -1.110992 -2.222302 -0.080 0.038 -0.076
H -6.051983 0.321250 -2.002524 0.123 0.194 0.684
C 4.961944 0.377245 -1.848332 -1.625 2.143 -1.645
F 4.328671 -0.784014 -2.087164 0.528 -0.524 0.371
F 4.510651 0.856570 -0.674220 0.050 -0.194 0.216
F 6.258472 0.280258 -1.809533 0.151 -0.629 0.137
S 4.441960 1.552719 -3.301551 2.642 0.470 -0.081
O 5.002576 2.855169 -2.987281 -1.362 -0.230 0.892
O 5.134607 0.963467 -4.412352 -0.844 -0.910 -0.250
O 2.964499 1.484251 -3.359311 -0.517 0.034 0.149
C 1.202993 -0.864194 0.444735 0.701 2.052 1.524
F 2.452075 -0.998798 0.033447 -0.811 -0.191 -0.761
F 0.304177 -1.544763 -0.260414 0.462 -0.237 -0.061
F 1.199033 -1.256984 1.725174 -0.552 -0.541 0.017
S 0.681860 0.974053 0.503771 1.134 1.105 -0.999
O 1.690712 1.775189 1.210169 -0.959 -1.123 0.044
O 0.636398 1.348873 -0.916561 -0.524 -0.672 0.506
O -0.634978 0.951221 1.128200 -0.044 -0.171 0.259
```
Positions in Å, forces in eV/Å.

molecular weight: 925.13 g/mol
strongest force on any atom: 0.0630 Eh/bohr
total charge: +5
E_LUMO: -0.438 hartree
gap between HOMO and LUMO: 5.32 eV

Löwdin atomic charge list, values in e, 2 entries:
1 C 0.039
2 C -0.386

***

Computed, not measured: C3H3Br2N in the gas phase, with ωB97M-V/def2-TZVPD.

Geometry as XYZ:
```
9
Properties=species:S:1:pos:R:3:forces:R:3
C -0.479517 0.636390 -0.449368 5.306 0.645 -0.812
C -1.432106 0.010946 0.374728 -1.873 -1.918 2.876
C 1.646605 -0.367091 0.062129 -0.956 -2.534 1.334
N 0.886998 0.561304 -0.361967 -4.383 0.687 -1.283
Br -3.233051 0.052197 0.074319 -0.716 0.350 -0.880
Br 3.427612 0.015487 0.081824 1.409 -0.135 0.269
H -0.676532 1.058756 -1.403960 -1.146 0.725 -0.291
H -1.404149 -0.543432 1.335112 1.434 0.609 -0.949
H 1.264144 -1.424559 0.287184 0.925 1.571 -0.264
```
Positions in Å, forces in eV/Å.

molecular weight: 212.87 g/mol
strongest force on any atom: 0.1051 Eh/bohr
2S+1: 3
<S²>: 2.014
total charge: 0
E_LUMO (alpha / beta): 0.028 / -0.093 hartree
gap between HOMO and LUMO (alpha / beta): 6.92 / 7.55 eV

natural (NBO) atomic charge list, values in e, 2 entries:
1 C -0.033
2 C -0.332

***

Question: Which value of strongest force on any atom does entry 1 give?
Answer: 0.0339 Eh/bohr

***

Question: Which of these has the highest strongest force on any atom?
Answer: C3H3Br2N